Formula: C5H18NSi2
Source: the OMol25 dataset
Level of theory: wB97M-V/def2-TZVPD

Each line ends with the natural charge from an NBO analysis.
Positions of all 26 atoms, in Å:
1 C 1.810 -2.208 -0.153  -1.085
2 C 0.877 -1.123 -2.939  -1.133
3 C -1.849 -0.630 2.046  -1.025
4 C -1.257 2.386 1.839  -1.136
5 C -0.044 0.440 -0.358  -0.575
6 N 0.650 1.586 -0.916  -0.749
7 Si 0.448 -1.323 -1.112  1.309
8 Si -1.521 0.837 0.765  1.273
9 H 1.439 -3.026 0.423  0.266
10 H 2.617 -2.413 -0.781  0.252
11 H 2.332 -1.522 0.478  0.239
12 H 1.425 -2.058 -3.226  0.277
13 H -0.183 -1.007 -3.502  0.266
14 H 1.540 -0.311 -3.228  0.236
15 H -2.644 -0.495 2.721  0.256
16 H -2.103 -1.455 1.471  0.243
17 H -0.967 -0.544 2.714  0.247
18 H -1.635 2.114 2.749  0.259
19 H -0.328 2.996 2.014  0.256
20 H -1.995 3.161 1.649  0.268
21 H 1.987 0.210 1.600  0.010
22 H 1.578 1.418 -0.581  0.448
23 H 0.467 2.501 -0.454  0.437
24 H 0.638 1.714 -1.957  0.449
25 H -0.770 -2.146 -0.861  -0.149
26 H -2.507 0.900 -0.399  -0.140

Cartesian forces, eV/Å:
C -0.8790 1.7213 0.0014
C -2.1163 -0.5002 -0.6662
C 1.6270 3.3397 -0.6799
C 0.7322 1.6765 -2.2604
C -0.5876 -1.8010 0.3529
N 0.4211 1.6251 -0.1995
Si -0.1672 0.1946 0.5864
Si -0.3769 -0.8838 0.8991
H -0.0566 -0.6632 0.2337
H 1.0498 -1.2537 -1.4441
H -0.0559 0.5800 1.0555
H -0.8130 0.6719 -0.0480
H 2.6506 -0.4081 0.9349
H -0.0649 0.2144 0.0654
H -1.3764 0.7358 0.5688
H 0.4182 -2.1755 -0.6673
H -0.0894 -1.0473 -0.7246
H -0.4022 -1.1916 2.8151
H -0.4856 -1.1008 -0.3817
H -0.2030 0.2440 -0.8207
H -0.1894 0.1196 -0.0571
H 1.4499 0.0106 -0.5117
H -0.6355 -0.4696 -0.4414
H 0.0270 -0.2881 0.9282
H 0.0342 0.3623 -0.3201
H 0.0888 0.2870 0.7812

Calculated values
- lowest unoccupied orbital energy (spin up / spin down) (Ha) = -0.177 / -0.177
- HOMO-LUMO gap (spin up / spin down) (eV) = 9.2 / 8.1
- spin multiplicity = 1
- charge = +1

=====

Formula: C26H22BrN4O2PdS
Source: the OMol25 dataset
Level of theory: wB97M-V/def2-TZVPD

Each line ends with the natural charge from an NBO analysis.
Positions of all 57 atoms, in Å:
1 Pd -0.096 -0.049 -0.583  1.164
2 O 0.018 0.250 1.529  -0.724
3 C 0.331 1.315 2.186  0.427
4 C 0.687 1.163 3.553  -0.286
5 C 1.012 2.228 4.352  -0.132
6 C 0.996 3.533 3.843  -0.275
7 C 0.665 3.718 2.528  -0.109
8 C 0.345 2.646 1.670  -0.276
9 C 0.179 2.971 0.288  0.219
10 N -0.076 2.174 -0.678  -0.436
11 C -0.089 2.651 -2.058  -0.245
12 C -0.487 1.498 -2.969  -0.245
13 N 0.361 0.399 -2.584  -0.439
14 C 1.158 -0.238 -3.376  0.196
15 C 2.264 -1.001 -2.937  -0.283
16 C 2.992 -1.791 -3.849  -0.119
17 C 4.132 -2.445 -3.471  -0.279
18 C 4.585 -2.337 -2.142  -0.143
19 C 3.891 -1.604 -1.218  -0.262
20 C 2.716 -0.877 -1.566  0.434
21 O 2.144 -0.127 -0.705  -0.727
22 H 0.681 0.155 3.949  0.202
23 H 1.292 2.060 5.384  0.223
24 H 1.260 4.370 4.474  0.229
25 H 0.662 4.723 2.120  0.214
26 H 0.323 4.029 0.058  0.202
27 H 0.917 2.984 -2.329  0.216
28 H -0.783 3.485 -2.185  0.221
29 H -0.349 1.778 -4.017  0.223
30 H -1.534 1.241 -2.790  0.224
31 H 1.020 -0.148 -4.456  0.205
32 H 2.639 -1.873 -4.871  0.214
33 H 4.691 -3.031 -4.186  0.226
34 H 5.498 -2.841 -1.851  0.222
35 H 4.247 -1.504 -0.201  0.213
36 Br -6.795 0.163 -0.902  0.086
37 C -4.902 0.067 -0.813  -0.084
38 C -4.234 -0.922 -1.520  -0.244
39 C -2.852 -1.010 -1.426  -0.204
40 C -2.169 -0.114 -0.627  -0.031
41 C -2.831 0.876 0.075  -0.283
42 C -4.214 0.973 -0.022  -0.219
43 H -4.787 -1.622 -2.130  0.241
44 H -2.333 -1.795 -1.960  0.234
45 H -2.298 1.570 0.711  0.236
46 H -4.748 1.744 0.515  0.239
47 S 0.253 -2.565 -0.530  -0.040
48 C -0.347 -2.585 1.085  0.308
49 N 0.558 -2.792 2.080  -0.480
50 C 0.200 -2.803 3.380  0.118
51 C -1.120 -2.687 3.700  -0.296
52 C -2.019 -2.550 2.639  0.166
53 N -1.637 -2.476 1.376  -0.430
54 H 1.532 -2.876 1.814  0.456
55 H 0.990 -2.909 4.108  0.245
56 H -1.453 -2.696 4.726  0.259
57 H -3.089 -2.494 2.808  0.227

Cartesian forces, eV/Å:
Pd 1.8218 2.1163 0.1141
O -0.4588 -1.6675 -1.0622
C 0.1069 0.8714 0.1219
C -0.2206 -0.2288 -0.1382
C -0.0114 0.0444 -0.1581
C -0.0114 0.0795 0.0074
C 0.0923 0.1516 0.1272
C 0.1698 -0.3561 0.1187
C -0.0496 -0.2079 0.3379
N -0.0509 -1.6946 -0.1684
C -0.0465 0.1603 -0.4370
C -0.3025 0.3075 0.0322
N -1.2908 -1.1364 0.6776
C 0.5705 -0.2340 0.1372
C -0.2593 -0.2522 0.7003
C 0.2569 -0.1731 -0.1405
C -0.0315 -0.0414 -0.2764
C -0.2658 0.1010 0.0744
C 0.1861 0.3081 -0.0262
C 0.0382 -0.1187 -0.5749
O -0.6946 0.1171 0.6174
H 0.0317 0.0008 0.0003
H -0.0203 -0.0355 0.0066
H -0.0378 0.0197 -0.0204
H 0.0212 -0.0125 -0.0372
H -0.1317 -0.0318 -0.1739
H -0.0264 -0.0007 0.0365
H 0.0004 -0.0043 0.1234
H 0.0331 -0.1050 -0.0050
H 0.0210 0.0182 -0.1177
H 0.0147 0.3839 0.0392
H -0.0042 0.0276 -0.0044
H -0.0233 -0.0033 -0.0064
H -0.0210 -0.0444 0.0338
H -0.0132 0.0031 0.0171
Br 0.1883 0.0107 -0.0331
C -0.1866 -0.0167 -0.0089
C -0.1408 0.0998 0.1374
C 0.3978 -0.1899 -0.1328
C 0.7959 0.4378 -0.1518
C 0.1514 0.0823 0.1946
C -0.0484 -0.1486 -0.0093
H 0.0197 -0.0210 -0.0048
H 0.0149 0.0339 -0.0217
H -0.0095 -0.0143 -0.0520
H 0.0098 -0.0065 0.0312
S -0.4874 1.5006 -0.1804
C 0.0666 -0.3773 0.2051
N -0.2944 0.2084 0.1945
C 0.0627 -0.0671 -0.1156
C -0.1219 0.0453 0.1266
C 0.1891 0.1404 -0.2147
N -0.1150 -0.1176 0.0744
H 0.0242 0.0906 -0.0748
H 0.0360 -0.0516 -0.0304
H 0.0368 -0.0387 0.0109
H 0.0177 0.0370 0.0796

Calculated values
- lowest unoccupied orbital energy (spin up / spin down) (Ha) = -0.188 / -0.188
- HOMO-LUMO gap (spin up / spin down) (eV) = 5.2 / 5.2
- spin multiplicity = 1
- charge = +1

=====

Asked for relative energy (zero: lowest compared OMol25 entry of this formula, charge and spin) across the records above, the calculation gives 121.7; 73.5 kcal per mole in order.